No. 1
45
Properties=species:S:1:pos:R:3:forces:R:3 method="wB97M-V/def2-TZVPD" multiplicity=1 total_charge=+2 molar_mass_da=440.02 gap_ha=0.300
Zn 0.83633 0.71072 0.33389 -0.41 0.23 -0.11
C 0.88135 -1.25912 -3.61842 0.06 0.01 -0.06
C 1.13053 -0.82168 -2.21918 -0.21 1.02 -0.52
N 1.13853 0.40202 -1.83794 0.23 -0.68 0.50
N 1.01375 1.45632 -2.64963 -0.32 0.17 -1.11
C 1.21914 2.70685 -2.15911 0.12 0.10 0.24
N 1.11588 3.71924 -3.01232 0.02 -0.20 -0.12
S 1.58581 2.97252 -0.54185 -0.11 -0.25 0.48
C 1.47547 -1.77036 -1.15333 0.12 -0.80 0.39
C 1.52538 -3.14612 -1.35355 -0.04 0.36 -0.06
C 2.05401 -3.96095 -0.36244 0.10 0.28 0.28
C 2.56151 -3.36675 0.78086 -0.09 -0.04 -0.18
C 2.39990 -1.99686 0.94277 0.16 -0.23 0.10
N 1.84096 -1.22577 0.02220 -0.13 0.42 -0.08
H 0.27588 -0.52983 -4.15466 -0.05 -0.08 -0.05
H 0.35194 -2.20479 -3.63277 -0.10 -0.08 -0.09
H 1.81982 -1.39711 -4.15727 0.06 -0.02 -0.02
H 0.91792 1.33049 -3.65483 0.00 -0.08 0.23
H 0.96569 3.58188 -3.99998 -0.02 0.05 -0.02
H 1.29565 4.65829 -2.69045 0.01 -0.07 0.02
H 1.17487 -3.58804 -2.26975 -0.02 0.00 -0.17
H 2.08143 -5.03049 -0.49347 0.08 -0.12 -0.04
H 3.06073 -3.94555 1.53908 0.00 -0.06 0.15
H 2.74062 -1.50436 1.84018 -0.03 0.01 0.14
C -2.27976 2.20156 0.14636 0.05 -0.37 -0.18
C -2.03766 2.56612 1.60182 0.43 0.03 0.14
S -0.29226 2.44627 2.16088 -0.07 -0.38 -0.03
C -0.41504 1.45609 3.68892 -0.06 0.25 -0.36
C -1.04203 0.07639 3.56857 0.18 -0.36 -0.27
S -0.24336 -0.97952 2.29844 -0.28 0.45 0.05
C -1.64817 -1.61648 1.31659 0.28 0.14 0.30
C -2.56505 -0.62222 0.61994 0.17 0.23 -0.23
S -1.70410 0.57442 -0.46199 0.25 0.14 0.40
H -1.76803 2.90140 -0.51650 -0.08 0.03 0.01
H -3.34987 2.24910 -0.06069 0.05 0.11 -0.04
H -2.64224 1.97491 2.28710 -0.06 0.02 -0.04
H -2.32088 3.61475 1.71330 -0.07 -0.11 0.11
H -0.96448 2.04141 4.42888 0.10 -0.05 0.01
H 0.62611 1.38484 4.00954 -0.07 0.02 0.12
H -2.10545 0.11666 3.33463 0.02 0.04 0.13
H -0.90845 -0.43492 4.52398 -0.19 0.02 -0.07
H -2.24415 -2.25270 1.97441 0.05 -0.03 -0.11
H -1.15282 -2.25243 0.58294 -0.05 -0.13 -0.02
H -3.17170 -0.04785 1.31710 -0.03 -0.06 0.05
H -3.23372 -1.18831 -0.03224 -0.06 0.09 0.15

---

No. 2
49
Properties=species:S:1:pos:R:3:forces:R:3 method="wB97M-V/def2-TZVPD" multiplicity=1 molar_mass_da=537.25 gap_ha=0.093
Rb -5.21106 -5.26250 -6.80652 0.33 0.33 0.29
Rb -5.84527 0.59634 -7.05338 0.51 -0.09 0.69
O -2.00287 -2.04673 -4.88731 -0.27 1.58 1.24
C -1.95307 -1.43996 -3.57099 -1.30 -1.95 -1.73
C -2.54919 -0.02773 -3.21428 -0.78 1.86 1.27
O -3.88652 0.42172 -3.02443 1.13 -1.38 -1.89
H -0.91017 -1.39389 -3.25738 0.47 0.42 0.04
H -2.42253 -2.19851 -2.94466 -0.29 0.04 0.77
H -1.85695 0.68775 -3.65813 -0.27 0.62 -2.12
H -2.13372 0.30771 -2.26404 0.55 -1.38 1.53
C 1.85688 -3.70651 2.41533 -0.72 -0.85 0.84
C 1.10205 -4.54598 1.36221 1.56 1.79 -0.28
C 1.87167 -5.77072 0.94036 0.50 0.66 -0.79
O 1.06735 -6.76573 1.45117 3.65 -3.40 -0.27
C -0.04248 -6.39985 1.91082 -5.63 -2.80 0.98
O -0.88095 -7.28720 2.24883 2.29 4.29 -0.53
O -0.16531 -5.06090 1.75607 -0.59 0.17 0.98
H 2.75526 -3.22653 2.02724 -0.58 0.54 -0.64
H 2.31451 -4.23516 3.25153 -0.55 -0.67 0.19
H 1.07016 -3.06630 2.81446 0.59 0.65 0.10
H 0.99611 -3.79029 0.58387 -0.69 -0.53 -0.45
H 2.86180 -5.76195 1.39606 -0.01 -0.34 -0.05
H 1.94347 -5.98376 -0.12621 0.16 0.47 -0.11
C 2.91895 2.11934 -0.52967 -2.01 1.64 2.45
C 3.64573 1.65753 -1.63677 2.11 -4.32 -2.77
C 4.05074 2.55223 -2.70518 -2.31 3.88 -2.52
O 5.32953 2.31814 -3.23889 -0.15 -2.45 1.74
C 5.86943 1.47089 -2.31180 3.64 1.30 2.11
O 7.09214 1.30267 -2.25098 -4.07 -0.64 -0.10
O 4.93475 1.18456 -1.25248 3.63 -0.01 -1.21
H 1.92753 2.49560 -0.78185 0.02 0.14 -0.41
H 3.48212 2.95553 -0.11526 -0.14 -0.06 0.60
H 2.69147 1.33062 0.18747 0.51 0.08 0.16
H 3.28163 0.72133 -2.05992 -1.17 0.16 -0.22
H 4.05049 3.57565 -2.33007 0.08 0.29 0.11
H 3.35651 2.55207 -3.54552 -0.17 -0.04 0.05
C -3.03178 2.55710 4.07147 0.71 -0.97 1.02
C -2.55086 3.77420 3.32965 1.49 0.07 0.51
C -3.03373 3.94866 1.94188 0.22 -1.73 -1.18
O -4.08243 4.84053 2.12440 -1.62 0.45 -2.30
C -3.93588 5.53632 3.22664 -1.35 1.42 1.96
O -4.63537 6.45639 3.59932 1.27 -1.30 -0.86
O -2.95086 4.98163 3.94671 0.02 0.75 0.98
H -4.08107 2.37340 4.30245 -0.27 0.59 -0.81
H -2.59440 2.50659 5.06859 0.30 0.39 0.09
H -2.61913 1.66586 3.59870 -0.19 -0.05 -0.32
H -1.46432 3.85128 3.28995 0.13 -0.62 0.46
H -3.32296 2.97996 1.53433 -0.89 0.09 0.08
H -2.30754 4.24858 1.18638 0.16 0.90 0.34

---

Please write out number 2 again, unchanged.
49
Properties=species:S:1:pos:R:3:forces:R:3 method="wB97M-V/def2-TZVPD" multiplicity=1 molar_mass_da=537.25 gap_ha=0.093
Rb -5.21106 -5.26250 -6.80652 0.33 0.33 0.29
Rb -5.84527 0.59634 -7.05338 0.51 -0.09 0.69
O -2.00287 -2.04673 -4.88731 -0.27 1.58 1.24
C -1.95307 -1.43996 -3.57099 -1.30 -1.95 -1.73
C -2.54919 -0.02773 -3.21428 -0.78 1.86 1.27
O -3.88652 0.42172 -3.02443 1.13 -1.38 -1.89
H -0.91017 -1.39389 -3.25738 0.47 0.42 0.04
H -2.42253 -2.19851 -2.94466 -0.29 0.04 0.77
H -1.85695 0.68775 -3.65813 -0.27 0.62 -2.12
H -2.13372 0.30771 -2.26404 0.55 -1.38 1.53
C 1.85688 -3.70651 2.41533 -0.72 -0.85 0.84
C 1.10205 -4.54598 1.36221 1.56 1.79 -0.28
C 1.87167 -5.77072 0.94036 0.50 0.66 -0.79
O 1.06735 -6.76573 1.45117 3.65 -3.40 -0.27
C -0.04248 -6.39985 1.91082 -5.63 -2.80 0.98
O -0.88095 -7.28720 2.24883 2.29 4.29 -0.53
O -0.16531 -5.06090 1.75607 -0.59 0.17 0.98
H 2.75526 -3.22653 2.02724 -0.58 0.54 -0.64
H 2.31451 -4.23516 3.25153 -0.55 -0.67 0.19
H 1.07016 -3.06630 2.81446 0.59 0.65 0.10
H 0.99611 -3.79029 0.58387 -0.69 -0.53 -0.45
H 2.86180 -5.76195 1.39606 -0.01 -0.34 -0.05
H 1.94347 -5.98376 -0.12621 0.16 0.47 -0.11
C 2.91895 2.11934 -0.52967 -2.01 1.64 2.45
C 3.64573 1.65753 -1.63677 2.11 -4.32 -2.77
C 4.05074 2.55223 -2.70518 -2.31 3.88 -2.52
O 5.32953 2.31814 -3.23889 -0.15 -2.45 1.74
C 5.86943 1.47089 -2.31180 3.64 1.30 2.11
O 7.09214 1.30267 -2.25098 -4.07 -0.64 -0.10
O 4.93475 1.18456 -1.25248 3.63 -0.01 -1.21
H 1.92753 2.49560 -0.78185 0.02 0.14 -0.41
H 3.48212 2.95553 -0.11526 -0.14 -0.06 0.60
H 2.69147 1.33062 0.18747 0.51 0.08 0.16
H 3.28163 0.72133 -2.05992 -1.17 0.16 -0.22
H 4.05049 3.57565 -2.33007 0.08 0.29 0.11
H 3.35651 2.55207 -3.54552 -0.17 -0.04 0.05
C -3.03178 2.55710 4.07147 0.71 -0.97 1.02
C -2.55086 3.77420 3.32965 1.49 0.07 0.51
C -3.03373 3.94866 1.94188 0.22 -1.73 -1.18
O -4.08243 4.84053 2.12440 -1.62 0.45 -2.30
C -3.93588 5.53632 3.22664 -1.35 1.42 1.96
O -4.63537 6.45639 3.59932 1.27 -1.30 -0.86
O -2.95086 4.98163 3.94671 0.02 0.75 0.98
H -4.08107 2.37340 4.30245 -0.27 0.59 -0.81
H -2.59440 2.50659 5.06859 0.30 0.39 0.09
H -2.61913 1.66586 3.59870 -0.19 -0.05 -0.32
H -1.46432 3.85128 3.28995 0.13 -0.62 0.46
H -3.32296 2.97996 1.53433 -0.89 0.09 0.08
H -2.30754 4.24858 1.18638 0.16 0.90 0.34